Record 1
{"formula": "C12H30CdN2O8", "method": "ωB97M-V/def2-TZVPD", "symbols": ["C", "H", "H", "H", "H", "C", "H", "C", "O", "C", "H", "O", "C", "H", "N", "Cd", "H", "H", "H", "H", "O", "H", "H", "C", "C", "C", "O", "H", "H", "C", "H", "O", "H", "H", "H", "C", "H", "H", "H", "H", "N", "O", "O", "C", "H", "H", "H", "H", "H", "H", "C", "O", "H"], "positions_angstrom": [[-6.604100, -0.251952, -0.288399], [-2.990920, 2.195058, 3.680431], [4.384970, -4.326622, -3.259969], [-7.296770, 0.582838, -0.395259], [0.084150, -3.864792, 0.050481], [3.735000, -3.457362, -3.360059], [1.208010, -2.956172, 1.132931], [-4.016640, 1.976448, 3.383421], [0.197460, 4.386868, -6.144789], [-3.973040, 0.962808, 2.150691], [-5.883050, -0.158932, 2.379151], [-5.365370, 0.118828, 0.343971], [1.124030, -3.646492, 0.293581], [2.960960, -2.874372, -0.402709], [1.367780, -2.192352, -1.545009], [1.484200, 2.088228, -0.046669], [1.412860, -4.576822, 0.782641], [3.893730, -2.659812, -2.634229], [4.000180, 0.117418, 6.923661], [4.978980, 1.497548, 7.241471], [2.114220, 5.446638, 1.422151], [-6.253230, 1.330338, 1.705531], [2.015800, 5.441798, 2.394161], [0.488150, 3.260768, -5.691939], [2.212750, -4.450832, -1.894779], [0.316620, 1.970178, -6.481589], [2.416350, -3.921272, -3.198289], [2.911050, -5.238052, -1.610609], [1.972280, -1.993662, -2.329359], [3.934530, 1.733358, 5.314261], [1.271920, -4.991742, -1.996559], [5.166980, 1.932618, -1.044339], [-0.739160, 1.699468, -6.469519], [0.557280, 2.285368, -7.496889], [-4.383090, 1.483078, 4.283641], [4.057170, 1.191458, 6.746821], [-7.128560, -1.079912, 0.188591], [3.410270, 1.725898, 7.442521], [-3.426010, 0.038058, 2.334221], [5.927980, 1.603908, -1.561409], [-3.408410, 1.697008, 1.053701], [4.819350, 2.524188, 4.918351], [2.996560, 1.374388, 4.552671], [2.054460, -3.261062, -0.868369], [-4.092160, 1.302838, 0.423451], [-6.232830, -0.566492, -1.263769], [3.934630, -3.281832, -4.417149], [0.665170, -2.523562, -2.190569], [0.827750, 1.081848, -6.110489], [-3.767690, 2.629168, 1.202361], [-5.475020, 0.567668, 1.676531], [0.709400, 3.147598, -4.463239], [-4.576910, 2.880398, 3.144541]], "forces_ev_per_angstrom": [[1.35, 0.12, -0.28], [0.10, 0.39, -0.44], [0.54, 0.03, 0.98], [0.07, 0.25, 0.09], [-0.05, 0.63, -0.47], [0.04, -1.21, -0.43], [-0.33, 0.47, -0.37], [0.55, -2.30, -0.17], [0.05, -0.21, -2.26], [-2.37, 1.64, 1.61], [0.10, -0.81, -0.14], [-1.17, -0.87, 0.27], [0.69, -1.16, 0.97], [0.26, -0.15, -0.46], [0.71, 1.32, -1.14], [0.96, 0.89, 0.13], [0.50, -0.42, -0.14], [0.79, 0.18, -0.45], [-0.51, -0.05, -0.43], [0.70, -0.03, -0.67], [-0.33, -0.53, 0.01], [0.40, 0.97, 0.08], [0.11, -0.30, -0.44], [-1.11, 1.17, 2.90], [-0.58, 0.67, 0.20], [-0.23, 0.54, -0.86], [0.04, -0.84, -0.16], [0.68, 0.23, -0.04], [0.73, 1.19, 0.06], [0.16, 0.22, -1.87], [-0.37, 0.26, 0.30], [-0.01, -0.02, 0.08], [-0.22, 0.22, -0.01], [0.15, -0.73, -0.34], [-0.60, 0.09, 0.01], [0.50, 0.54, 1.17], [0.20, -0.09, 0.30], [-0.99, -0.25, -0.27], [-0.03, 0.06, 0.26], [-0.60, 0.00, 0.10], [-0.23, -0.26, -0.36], [0.47, 0.15, 0.97], [-0.41, -0.65, 1.18], [-2.04, -1.44, 0.42], [1.11, 0.66, -2.14], [-0.56, -0.05, -0.14], [-0.52, 1.12, 0.09], [-1.11, -0.77, 0.70], [0.47, 0.38, -0.04], [0.35, 0.57, -0.29], [0.77, -0.26, 1.32], [0.79, -1.44, 0.62], [0.02, -0.13, 0.00]], "lumo_ev": 0.233, "homo_lumo_gap_ev": 2.26, "total_charge": -2}

---

Record 2
{"formula": "C14H50B2O11PtSSr", "method": "ωB97M-V/def2-TZVPD", "symbols": ["H", "H", "H", "H", "H", "C", "H", "H", "S", "C", "C", "H", "O", "H", "Pt", "H", "H", "Sr", "C", "C", "H", "H", "H", "O", "H", "C", "H", "O", "H", "H", "H", "H", "H", "H", "H", "H", "C", "C", "H", "H", "H", "H", "H", "O", "O", "O", "C", "O", "H", "C", "C", "H", "C", "H", "H", "O", "H", "H", "H", "H", "B", "H", "C", "H", "H", "H", "H", "H", "O", "B", "H", "H", "H", "H", "H", "C", "H", "O", "H", "O"], "positions_angstrom": [[2.449407, 2.084442, 5.080074], [-6.232322, 1.175139, -0.300399], [0.424372, -3.077737, 1.351669], [-1.336083, 4.284156, 3.629973], [4.328000, -1.186084, 1.627922], [3.127564, -0.749824, -4.209940], [2.907144, -0.324190, 5.019947], [-4.392705, -1.982829, 0.199345], [-0.317253, -0.098680, 0.564037], [-4.273886, 1.473346, 0.619334], [-0.764457, 3.427955, 3.261927], [2.439021, 2.252165, 3.362640], [-0.830320, -0.520277, 1.887834], [2.110174, -0.785144, -4.596416], [2.150385, -1.425262, -0.022129], [1.336440, 0.168550, -2.241004], [-0.591833, -2.574021, -1.188601], [-0.251329, -2.041747, 3.709124], [-3.532965, -2.611446, -0.054208], [-5.759352, 1.742934, 0.499459], [-2.814087, -2.054250, -0.648743], [-4.082532, -3.293567, -0.715710], [4.253848, -1.589871, -0.312216], [-1.287465, 3.525146, 0.892926], [-1.564175, -1.959783, -2.894342], [-0.053181, 2.768383, -3.073128], [-0.478799, -4.554241, -4.126240], [0.031385, 1.406313, -2.708205], [-0.886776, -3.202254, -5.124528], [-2.416332, -3.484510, -2.932782], [-3.460337, -4.204138, 1.476339], [0.091780, 3.393511, 3.945530], [2.243210, -3.116214, 0.913592], [3.589004, -1.735507, -4.185257], [5.417860, -0.338471, 0.388518], [3.704074, -0.127830, -4.898280], [-2.893193, -3.349846, 1.115914], [-1.414366, -3.047364, -2.940574], [-5.956230, 2.790068, 0.261351], [-2.725906, 1.579085, -0.519406], [1.704755, 3.412379, -1.928653], [1.028552, 0.474064, 3.055453], [-3.755147, 1.980646, 1.449439], [-0.135470, -1.276943, -0.293731], [-1.082697, 0.982963, -0.015102], [-0.687159, -3.366698, -1.761868], [2.599572, 0.211580, 4.117184], [2.061281, -0.450197, -2.019042], [2.008860, 3.057605, -3.596946], [-0.552607, -3.459580, -4.116605], [2.912831, 1.692840, 4.172103], [-1.906634, -3.660696, 0.743019], [-0.244400, 3.613875, 1.841177], [0.248330, 4.581640, 1.709514], [3.558722, -0.006315, 0.338680], [-2.603387, -2.410357, 2.149522], [-0.474333, 2.953869, -4.061331], [-4.109901, 0.470978, 1.057280], [3.986348, 1.863902, 4.127819], [3.201234, -0.325898, 3.375807], [1.476688, -2.883621, 1.729539], [-2.104557, -1.651857, 1.793840], [3.193705, -0.114860, -2.828318], [4.087479, -0.428139, -2.288523], [0.526657, 2.853231, 1.660314], [1.745225, -3.492839, 2.650612], [3.295437, 0.972489, -2.872602], [-1.215215, 2.638738, 0.485798], [1.180676, 0.032523, 3.912413], [4.368591, -0.791478, 0.541721], [1.586612, -1.796876, 2.041344], [-6.243406, 1.539478, 1.457189], [1.100131, 4.552589, -3.155841], [0.502700, -3.190109, -4.052810], [-0.099061, 1.374607, -1.749122], [1.265650, 3.498906, -2.925112], [-1.410391, 2.560075, 3.396399], [-3.675693, 1.764089, -0.623037], [-0.705793, 3.266045, -2.340327], [1.078006, 0.321274, 0.707479]], "forces_ev_per_angstrom": [[0.40, 0.20, 0.12], [0.17, -0.31, 0.10], [-2.05, -0.53, -0.35], [-0.14, 0.06, -0.37], [-0.07, -0.76, 1.20], [0.35, 0.39, 0.13], [-0.50, 0.37, 0.38], [0.46, 0.39, 0.63], [0.67, -0.38, -0.37], [0.11, -0.19, 0.87], [0.32, 0.79, 0.53], [0.13, -0.27, -0.29], [-0.65, 0.34, 0.60], [-0.04, -0.13, 0.11], [1.13, 0.57, -0.76], [0.05, -0.13, -0.07], [-0.20, -0.69, -0.70], [0.17, 0.16, -1.49], [-1.50, -0.63, -0.35], [0.05, 0.56, 0.46], [0.02, 0.07, 0.10], [0.71, -0.34, -0.16], [0.05, -1.77, -1.03], [0.19, -0.33, -0.34], [-0.12, -0.01, -0.51], [0.00, 1.41, 1.46], [-0.24, -0.03, 0.07], [0.20, -0.61, -0.18], [-0.36, 0.30, 0.23], [0.14, -0.34, -0.13], [-0.08, 0.27, 0.32], [-0.04, -0.35, 0.03], [1.49, -0.98, -1.40], [-0.29, -0.13, -0.14], [1.02, 0.81, -0.63], [0.07, -0.10, -0.04], [1.14, 0.98, -1.54], [0.89, 1.36, 0.44], [0.18, 0.06, 0.05], [-0.52, -0.01, -0.27], [-0.34, 0.03, 0.14], [-0.28, -0.18, 0.06], [-0.48, 1.07, -0.31], [-1.79, -0.56, -0.79], [-0.50, -0.31, -0.17], [-0.20, -0.40, 0.59], [0.91, -0.32, -0.06], [0.00, 0.07, -0.30], [-0.01, 0.29, -0.18], [0.20, -1.26, -0.67], [-0.43, -0.17, 0.33], [-0.35, -0.67, 0.01], [-0.19, -0.25, 0.19], [-0.06, 0.02, 0.22], [-1.10, 2.01, -0.12], [0.10, -0.16, 1.80], [0.02, -0.67, -0.05], [-0.14, -0.61, -1.17], [-0.03, 0.09, 0.20], [-0.47, 0.29, -0.58], [-0.59, 0.01, 0.52], [-0.38, -0.07, -0.43], [0.43, 0.30, 0.06], [-0.13, -0.23, 0.04], [-0.05, -0.02, -0.18], [0.70, -1.32, 1.73], [-0.33, 0.04, -0.15], [-0.20, 0.64, 0.32], [0.14, -0.21, -0.23], [0.45, -0.64, 0.75], [-0.03, 2.11, 1.08], [-0.14, -0.13, -0.11], [0.25, -0.01, -0.05], [-0.19, 0.64, 0.41], [-0.41, 0.01, -0.08], [0.51, -0.39, -0.45], [0.24, -0.22, -0.22], [0.44, -0.50, 0.26], [-0.35, -0.14, -0.36], [1.47, 1.74, 1.29]], "lumo_ev": [-1.767, -1.774], "homo_lumo_gap_ev": [6.55, 6.91], "s2": 2.00, "e_above_lowest_kcal_mol": 0.00, "multiplicity": 3}

---

Record 3
{"formula": "C27H29NO3P2Yb", "method": "ωB97M-V/def2-TZVPD", "symbols": ["C", "H", "P", "H", "H", "C", "C", "C", "H", "H", "C", "O", "H", "H", "C", "H", "H", "C", "Yb", "C", "O", "C", "H", "H", "H", "P", "H", "C", "H", "O", "C", "H", "C", "C", "C", "H", "H", "C", "H", "H", "N", "C", "C", "C", "C", "H", "H", "C", "C", "C", "H", "H", "H", "H", "H", "H", "H", "C", "C", "C", "C", "C", "H"], "positions_angstrom": [[-4.621208, 0.057267, -1.265137], [-3.807993, -1.926939, 2.939906], [-0.784054, 0.067901, -2.475261], [-1.106055, 0.973104, -4.654741], [-2.344723, -1.735404, -2.546606], [-0.377683, 0.274217, -4.219248], [-3.641889, -0.688820, 1.239964], [-0.176643, -3.762916, 2.910337], [1.847696, -0.586134, 0.554813], [1.197175, -4.358932, 1.347271], [-3.295594, -0.357324, -1.158089], [-1.779575, 0.896876, 2.981106], [2.904080, -1.550479, -0.471504], [-0.607559, -3.248264, -1.395093], [-0.967054, 1.754176, -1.826734], [-5.587872, -0.317228, 2.008719], [-3.321037, -0.706466, 3.707910], [0.372497, -3.695375, 1.628029], [-0.001571, 0.716132, 0.247612], [5.795010, 4.363526, 1.555252], [1.651079, 1.476716, 1.844652], [5.009917, 4.638158, 0.419999], [-6.472813, 0.464214, -0.226927], [1.075563, -2.390177, -3.813596], [-0.429126, -0.685838, -4.750541], [0.846081, -1.385465, -1.616243], [-1.406625, 2.325790, -2.655302], [2.136774, -0.762341, -0.505086], [-1.681027, 1.833905, -0.981807], [1.518769, 2.463751, -0.182054], [1.754097, -1.946999, -3.072571], [5.916108, 3.266363, 3.428476], [-5.444744, 0.118783, -0.129079], [-1.113187, -1.882816, 1.112051], [5.320361, 3.475796, 2.536733], [2.594728, 0.151978, -0.915760], [6.763122, 4.846319, 1.676928], [-2.514016, 0.018474, 3.209551], [0.001993, 2.234336, -1.566837], [2.473958, -2.708811, -2.742103], [-1.388460, -0.721114, 0.363366], [-1.787461, -2.074643, 2.316846], [-0.127920, -2.815483, 0.678789], [3.774482, 4.010375, 0.263959], [0.253324, -2.904494, -0.793014], [-1.793274, -3.048855, 4.208506], [3.683814, 2.161128, 3.120086], [-1.297437, -2.981290, 3.247206], [-3.042816, -1.183683, 2.602955], [2.075261, 2.310983, 0.975881], [-5.011769, 0.317060, -2.246572], [1.067021, -3.636262, -0.925246], [0.237150, -4.437682, 3.652319], [5.360350, 5.338628, -0.340330], [2.299752, -1.111872, -3.531921], [3.150495, 4.194646, -0.613130], [0.632304, 0.695190, -4.318763], [-2.462228, -0.645366, -2.402079], [3.313763, 3.101979, 1.229210], [4.080242, 2.856312, 2.376049], [-2.775968, -0.592412, 0.142914], [-4.960661, -0.297086, 1.109963], [-2.976922, -0.257113, -3.295986]], "forces_ev_per_angstrom": [[-0.31, -0.06, 0.44], [0.14, 1.14, 1.35], [-2.29, 1.66, -0.46], [0.23, -0.19, -0.12], [-0.11, 0.28, 0.07], [-0.09, 0.29, -0.33], [0.26, -0.48, -0.22], [-0.26, 0.29, 0.15], [0.28, -0.29, -0.55], [-0.34, 0.12, 0.18], [0.42, 0.03, 0.81], [2.71, 2.75, -1.41], [0.02, 0.28, 0.14], [0.24, -0.02, 0.27], [-0.43, 1.28, -0.89], [-0.02, 0.02, -0.50], [0.06, 4.83, 6.22], [0.13, -0.51, 0.27], [3.19, 3.61, 2.05], [-0.58, -0.23, -0.07], [-0.06, 0.51, -1.20], [0.04, -0.16, 0.41], [0.26, -0.10, 0.02], [0.18, 0.10, 0.19], [0.02, 0.28, 0.15], [1.35, -2.28, 1.91], [0.03, 0.26, 0.34], [1.04, -0.13, 0.12], [0.07, -0.11, -0.48], [0.23, -0.24, 0.85], [0.27, -0.07, -0.16], [-0.17, 0.11, -0.33], [0.07, 0.11, -0.45], [0.65, -0.07, -0.18], [-0.03, 0.23, -0.25], [-0.10, -0.22, 0.21], [-0.21, -0.12, -0.02], [-5.32, -4.30, 3.99], [-0.47, -0.11, -0.29], [-0.10, 0.15, -0.21], [-3.63, -4.44, -1.29], [-0.28, -0.31, 0.10], [-0.70, 1.08, 0.19], [0.02, -0.12, 0.05], [0.33, -0.45, -0.01], [0.14, -0.26, 0.04], [0.22, 0.23, -0.23], [0.23, -0.23, -0.62], [3.39, -3.39, -10.73], [-0.04, -0.01, -0.16], [-0.08, -0.07, 0.18], [-0.32, -0.08, 0.11], [-0.01, 0.05, -0.16], [-0.07, -0.21, 0.27], [-0.13, -0.24, 0.07], [0.28, -0.04, 0.28], [-0.27, -0.11, -0.06], [-0.22, 0.02, -0.21], [0.52, 0.12, 0.12], [-0.04, -0.01, -0.12], [-0.08, 0.20, -0.31], [-0.25, -0.15, 0.25], [-0.03, -0.21, 0.22]], "lumo_ev": [-2.702, -2.677], "homo_lumo_gap_ev": [6.03, 6.82], "total_charge": 1, "s2": 0.75, "e_above_lowest_kcal_mol": 178.99, "multiplicity": 2}